Record 1
The following is a quantum chemistry calculation of a 14-piece molecular cluster, C30H82Cl3F3N2O15P overall at a distorted geometry, from OMol25.

Computed properties:
Molecular weight   905.31 g/mol
Total charge   +1
Maximum force   5.56 eV/Å
Calculated total energy   -4450.9734 a.u.

Cartesian coordinates (Å):
Cl -1.41 0.93 -3.00
Cl -4.55 1.18 -2.40
Cl -0.51 3.56 1.88
P 2.24 -4.65 0.10
F 2.36 2.24 -0.63
F 3.67 0.39 0.26
F 3.12 2.25 1.64
O 4.76 7.83 1.67
O 2.13 -8.30 -3.21
O -3.00 -3.88 1.57
O 0.53 7.37 1.85
O 4.34 2.49 4.54
O 5.17 3.69 -0.25
O -0.69 3.73 5.60
O -2.65 5.58 1.85
O -3.13 -0.94 -5.90
O -3.48 -0.37 -8.80
O -1.42 9.56 4.00
O 1.35 0.74 1.08
O -7.05 -2.61 -7.02
O 1.54 -10.63 -1.37
O -0.99 -2.37 -3.17
N -0.21 -1.98 -2.11
N 2.06 -1.76 2.68
C -1.22 -1.50 -1.05
C -7.51 -1.34 -6.62
C -3.58 -0.18 -1.51
C 0.29 -2.48 0.82
C -2.86 6.92 2.25
C 1.11 7.94 3.00
C -4.47 -1.15 -0.53
C -1.15 5.01 6.00
C -1.52 -0.49 1.47
C 2.64 -2.48 3.92
C -2.09 -0.33 -1.76
C 0.79 -2.56 2.36
C 2.92 -5.48 -1.52
C 2.60 1.36 0.54
C -1.96 1.08 1.32
C 0.60 0.13 -0.05
C -3.59 -2.28 -5.95
C -2.36 10.20 3.16
C 4.60 6.64 0.91
C 3.11 -9.16 -3.76
C -0.45 -1.05 0.37
C 3.31 2.91 5.42
C 6.15 2.82 -0.80
C 3.84 -4.44 1.18
C -1.25 1.95 2.54
C -2.66 0.76 -9.03
C 2.24 -10.96 -0.18
C -2.56 -4.84 2.51
C 0.57 -3.21 -1.70
C 1.44 -2.96 -0.29
H -2.91 9.45 2.60
H 1.32 -3.45 -2.58
H -0.02 -2.33 3.18
H -1.37 4.98 7.07
H -0.95 10.25 4.49
H 6.70 2.34 0.00
H -1.84 10.87 2.47
H 0.68 -11.08 -1.33
H 1.67 -10.62 0.69
H 3.80 -8.58 -4.36
H -2.48 -1.20 1.41
H -5.57 -1.26 -0.99
H -3.96 -0.21 -7.97
H 6.84 3.41 -1.41
H 1.67 -0.86 3.11
H 0.44 7.82 3.85
H 3.48 -1.80 4.37
H 1.76 -2.49 4.72
H 5.66 2.07 -1.43
H -3.41 -5.19 3.10
H -3.06 10.78 3.78
H -8.41 -1.08 -7.17
H -3.78 -2.55 -6.98
H -0.32 1.38 3.02
H -6.85 -2.56 -7.97
H 3.84 -5.28 2.03
H -4.51 -2.37 -5.37
H 4.57 3.14 0.28
H 5.02 5.80 1.46
H 2.62 -9.91 -4.38
H 3.53 6.46 0.72
H 4.38 8.55 1.15
H 2.42 2.28 5.26
H 1.53 -8.84 -2.67
H 2.16 -6.26 -1.94
H -2.97 -0.72 -4.97
H 5.13 6.75 -0.04
H -1.16 -0.59 2.61
H -0.58 -3.29 0.71
H -2.45 7.07 3.25
H 1.44 -0.23 -0.83
H -1.99 2.13 3.44
H -2.05 5.27 5.44
H 2.31 -2.19 -0.43
H 4.78 -4.65 0.52
H -1.82 -4.39 3.17
H -1.96 0.88 -8.20
H -2.82 -2.94 -5.53
H -2.38 7.59 1.54
H -0.37 5.75 5.82
H 3.65 2.80 6.45
H 3.94 -3.35 1.60
H -1.68 5.44 1.84
H -0.15 -4.16 -1.55
H 3.95 -5.96 -1.24
H -2.10 0.61 -9.96
H 3.66 -9.65 -2.95
H -4.61 -0.57 0.49
H -0.82 -1.73 -3.93
H 1.10 -3.69 2.56
H 3.06 3.95 5.23
H -2.10 -5.68 1.98
H 3.15 -4.59 -2.26
H -3.94 7.11 2.27
H 2.38 -12.04 -0.13
H -1.90 -2.44 -0.80
H 0.39 -1.21 -2.49
H -1.84 1.55 0.27
H 2.07 7.46 3.21
H 0.09 1.05 -0.60
H -3.13 1.12 1.57
H 4.00 2.60 3.64
H -3.29 1.65 -9.12
H -4.03 -2.22 -0.37
H -6.73 -0.59 -6.80
H -7.74 -1.37 -5.55
H -0.49 3.79 4.64
H 2.96 -3.58 3.69
H 0.40 6.42 2.04
H -3.66 -4.31 1.00
H 1.28 9.01 2.82
H 3.21 -10.47 -0.19

Record 2
The following is a quantum chemistry calculation of a 2-piece molecular cluster, C4H12N2O2 overall at a distorted geometry, from OMol25.

Computed properties:
Molecular weight   120.15 g/mol
SMILES   CNC(C)=O.CNO
Energy relative to the best compared isomer or geometry (same formula, charge and spin)   421.6 kJ/mol
Maximum force   4.18 eV/Å
Calculated total energy   -419.4879 a.u.

Cartesian coordinates (Å):
O -0.29 -0.99 0.89
O -2.03 1.84 -0.29
N -0.72 1.90 0.28
N 1.36 -0.82 -0.69
C 0.03 -0.74 -0.31
C -0.97 -0.99 -1.42
C 2.38 -1.30 0.22
C -0.81 1.55 1.65
H -0.23 0.99 -0.21
H -0.62 -0.57 -2.37
H 2.49 -2.38 0.18
H 3.33 -0.83 -0.03
H -0.77 0.33 1.63
H 0.12 1.83 2.14
H -2.19 2.72 -0.65
H -1.67 2.01 2.14
H -1.91 -0.50 -1.16
H 1.54 -0.97 -1.68
H -1.13 -2.06 -1.54
H 2.12 -1.01 1.24

Record 3
The following is a quantum chemistry calculation of a 9-piece molecular cluster, C10H38O9 overall at a distorted geometry, from OMol25.

Computed properties:
Molecular weight   302.40 g/mol
SMILES   CCO.CCO.CCO.CCO.CCO.O.O.O.O
Energy relative to the best compared isomer or geometry (same formula, charge and spin)   253.4 kJ/mol
Maximum force   2.44 eV/Å
Calculated total energy   -1080.8098 a.u.

Cartesian coordinates (Å):
O 8.79 3.40 12.78
O 8.44 -2.00 12.34
O 1.92 -2.48 9.94
O 4.93 2.45 2.34
O 2.67 3.91 14.32
O 9.27 1.35 18.48
O 4.77 1.68 19.70
O 13.44 11.51 8.18
O 10.02 8.79 18.05
C 10.23 5.27 12.16
C 8.81 4.70 12.20
C 5.79 2.99 4.53
C 12.43 11.87 10.18
C 8.67 8.97 17.77
C 5.46 1.88 3.55
C 7.86 7.74 18.42
C 3.03 -0.42 9.84
C 12.16 11.79 8.68
C 2.46 -1.62 9.01
H 9.27 0.48 18.89
H 10.93 4.58 11.69
H 3.57 0.33 9.26
H 4.94 3.63 4.79
H 3.22 -2.14 8.43
H 2.83 4.84 14.47
H 6.80 7.81 18.18
H 2.52 -2.69 10.66
H 11.79 12.74 8.30
H 6.45 1.53 3.28
H 8.01 7.78 19.50
H 8.70 -1.71 11.47
H 6.19 2.69 5.50
H 3.48 3.48 14.59
H 8.89 3.23 13.72
H 4.52 1.69 1.94
H 6.62 3.59 4.15
H 13.04 12.77 10.32
H 11.47 11.00 8.39
H 8.24 -1.19 12.81
H 10.13 8.89 19.00
H 5.60 1.76 19.23
H 8.44 9.94 18.20
H 3.69 -0.66 10.67
H 8.27 6.78 18.13
H 8.21 5.44 12.72
H 4.87 1.04 3.93
H 12.89 11.04 10.71
H 10.04 6.12 11.52
H 1.64 -1.33 8.34
H 11.51 12.11 10.71
H 9.94 1.84 18.95
H 10.47 5.54 13.19
H 8.50 9.01 16.69
H 8.45 4.62 11.17
H 4.68 0.75 19.88
H 13.75 12.36 7.83
H 2.34 0.24 10.38

Copy entry 2 word for word.
The following is a quantum chemistry calculation of a 2-piece molecular cluster, C4H12N2O2 overall at a distorted geometry, from OMol25.

Computed properties:
Molecular weight   120.15 g/mol
SMILES   CNC(C)=O.CNO
Energy relative to the best compared isomer or geometry (same formula, charge and spin)   421.6 kJ/mol
Maximum force   4.18 eV/Å
Calculated total energy   -419.4879 a.u.

Cartesian coordinates (Å):
O -0.29 -0.99 0.89
O -2.03 1.84 -0.29
N -0.72 1.90 0.28
N 1.36 -0.82 -0.69
C 0.03 -0.74 -0.31
C -0.97 -0.99 -1.42
C 2.38 -1.30 0.22
C -0.81 1.55 1.65
H -0.23 0.99 -0.21
H -0.62 -0.57 -2.37
H 2.49 -2.38 0.18
H 3.33 -0.83 -0.03
H -0.77 0.33 1.63
H 0.12 1.83 2.14
H -2.19 2.72 -0.65
H -1.67 2.01 2.14
H -1.91 -0.50 -1.16
H 1.54 -0.97 -1.68
H -1.13 -2.06 -1.54
H 2.12 -1.01 1.24

> What is the calculated total energy in the first record?

-4450.9734 a.u.